1:
Molecular formula: C24H66N6O6
Method: DFT, ωB97M-V/def2-TZVPD

Values from the calculation:
Orbital gap in Eh: 0.33469

XYZ file:
```
102
Properties=species:S:1:pos:R:3:lowdin_charge:R:1
C 20.75 13.32 25.60 -0.118
O 20.94 12.53 24.44 -0.186
C 19.77 12.33 23.64 -0.188
C 20.09 11.27 22.57 -0.437
C 20.46 9.97 23.29 -0.081
N 21.23 11.63 21.76 0.054
H 19.89 13.24 26.27 0.081
H 20.73 14.40 25.46 0.081
H 21.56 12.93 26.23 0.091
H 18.80 12.25 24.14 0.127
H 19.59 13.31 23.19 0.104
H 19.23 10.94 22.00 0.122
H 20.68 9.13 22.64 0.076
H 19.68 9.70 24.01 0.082
H 21.41 10.00 23.82 0.075
H 21.60 12.48 22.16 0.074
H 21.94 10.93 21.88 0.068
C 22.47 14.08 17.82 -0.097
O 21.53 14.07 16.74 -0.221
C 21.98 14.60 15.47 -0.150
C 20.84 14.18 14.50 -0.412
C 21.32 13.96 13.06 -0.071
N 19.78 15.18 14.50 0.027
H 23.11 14.96 17.74 0.077
H 23.14 13.23 17.71 0.087
H 21.99 14.19 18.79 0.076
H 22.21 15.66 15.54 0.129
H 22.83 14.05 15.05 0.114
H 20.31 13.32 14.91 0.118
H 20.64 13.53 12.32 0.072
H 22.15 13.25 12.97 0.064
H 21.78 14.82 12.57 0.076
H 19.79 15.55 15.44 0.059
H 18.83 14.87 14.40 0.030
C 18.99 13.09 19.79 -0.081
O 17.82 12.93 18.94 -0.198
C 18.24 12.92 17.61 -0.228
C 17.04 12.33 16.84 -0.394
C 17.43 11.92 15.41 -0.046
N 16.01 13.37 16.83 0.061
H 19.63 12.22 19.61 0.072
H 18.53 13.11 20.78 0.079
H 19.59 13.99 19.71 0.081
H 18.44 13.94 17.30 0.123
H 19.13 12.29 17.53 0.120
H 16.74 11.41 17.33 0.105
H 18.10 12.67 14.99 0.049
H 16.63 11.68 14.71 0.075
H 17.99 10.99 15.45 0.071
H 16.29 14.26 16.46 0.041
H 15.67 13.46 17.78 0.039
C 14.71 13.83 20.94 -0.096
O 15.38 14.45 22.05 -0.215
C 15.50 15.91 21.85 -0.171
C 16.14 16.62 23.05 -0.364
C 17.62 16.03 23.56 -0.040
N 15.24 16.37 24.18 0.016
H 15.43 14.00 20.14 0.064
H 13.80 14.32 20.62 0.093
H 14.68 12.74 21.05 0.069
H 16.05 16.02 20.91 0.114
H 14.52 16.34 21.63 0.116
H 16.20 17.70 22.94 0.124
H 17.47 14.96 23.70 0.052
H 17.82 16.48 24.53 0.055
H 18.46 16.27 22.91 0.059
H 15.70 16.71 25.01 0.058
H 15.40 15.37 24.20 0.051
C 15.16 19.07 11.32 -0.083
O 15.05 17.74 11.95 -0.203
C 15.74 17.72 13.24 -0.167
C 15.75 16.23 13.77 -0.424
C 14.50 15.56 14.23 -0.069
N 16.77 16.10 14.83 0.033
H 16.10 19.25 10.80 0.079
H 15.16 19.78 12.14 0.071
H 14.30 19.28 10.68 0.082
H 16.75 18.07 13.07 0.112
H 15.31 18.38 14.00 0.117
H 16.06 15.60 12.93 0.135
H 14.72 14.55 14.56 0.069
H 13.86 15.55 13.34 0.079
H 13.93 16.14 14.96 0.081
H 17.64 16.43 14.42 0.044
H 16.49 16.73 15.57 0.079
C 17.00 9.39 18.96 -0.118
O 15.97 10.27 19.25 -0.222
C 14.74 9.64 19.16 -0.218
C 13.69 10.76 19.38 -0.412
C 12.30 10.14 19.10 -0.051
N 14.01 11.90 18.54 0.064
H 17.94 9.90 19.18 0.093
H 17.02 9.16 17.89 0.088
H 16.96 8.42 19.44 0.091
H 14.61 9.38 18.11 0.130
H 14.68 8.76 19.80 0.131
H 13.89 10.97 20.43 0.122
H 12.04 10.00 18.05 0.078
H 11.53 10.68 19.65 0.070
H 12.24 9.17 19.60 0.067
H 14.98 11.80 18.80 0.025
H 14.06 11.76 17.54 0.074
```

=====

2:
Molecular formula: C24H66N6O6
Method: DFT, ωB97M-V/def2-TZVPD

Values from the calculation:
Orbital gap in Eh: 0.35489

XYZ file:
```
102
Properties=species:S:1:pos:R:3:lowdin_charge:R:1
C 0.68 -9.81 9.96 -0.108
O 0.20 -10.59 8.87 -0.167
C -0.55 -9.85 7.92 -0.227
C -1.02 -10.74 6.75 -0.437
C -1.26 -9.88 5.52 -0.074
N -2.24 -11.47 7.06 0.036
H -0.01 -9.79 10.81 0.085
H 0.96 -8.79 9.70 0.081
H 1.63 -10.18 10.35 0.083
H -1.38 -9.27 8.31 0.121
H -0.01 -8.95 7.62 0.111
H -0.24 -11.48 6.59 0.141
H -1.39 -10.41 4.58 0.077
H -0.37 -9.27 5.34 0.069
H -2.02 -9.11 5.62 0.079
H -2.80 -10.75 7.48 0.063
H -2.03 -11.96 7.91 0.068
C 0.71 -2.17 0.14 -0.106
O 0.32 -1.14 -0.75 -0.222
C -0.55 -0.13 -0.19 -0.187
C -0.48 1.17 -0.95 -0.462
C -0.97 1.15 -2.42 -0.056
N 0.87 1.59 -0.89 0.043
H 1.14 -2.96 -0.48 0.091
H -0.16 -2.67 0.56 0.081
H 1.33 -1.79 0.96 0.089
H -1.51 -0.65 -0.19 0.124
H -0.31 -0.03 0.87 0.116
H -1.13 1.95 -0.54 0.136
H -0.87 2.16 -2.83 0.075
H -2.02 0.93 -2.60 0.071
H -0.42 0.36 -2.94 0.074
H 1.27 0.68 -1.10 0.061
H 1.02 1.57 0.10 0.070
C 6.11 1.94 6.10 -0.093
O 6.49 2.69 7.26 -0.175
C 5.49 3.12 8.15 -0.217
C 4.52 4.16 7.63 -0.464
C 5.28 5.46 7.38 -0.067
N 3.53 4.51 8.60 0.028
H 6.84 1.95 5.29 0.082
H 5.15 2.26 5.71 0.075
H 6.03 0.86 6.21 0.076
H 4.94 2.27 8.55 0.121
H 6.06 3.47 9.01 0.132
H 3.98 3.90 6.73 0.128
H 6.07 5.39 6.63 0.077
H 5.86 5.74 8.26 0.083
H 4.70 6.34 7.11 0.074
H 2.73 3.92 8.42 0.074
H 3.17 5.43 8.35 0.067
C 2.43 7.81 -5.86 -0.100
O 3.32 7.43 -6.93 -0.179
C 3.84 6.12 -6.75 -0.180
C 4.88 6.05 -5.61 -0.520
C 6.05 6.99 -5.85 -0.060
N 5.42 4.82 -5.32 0.028
H 2.72 7.37 -4.91 0.064
H 1.41 7.43 -5.90 0.084
H 2.52 8.88 -5.70 0.090
H 3.06 5.36 -6.67 0.125
H 4.38 6.02 -7.69 0.128
H 4.41 6.36 -4.68 0.117
H 6.91 6.99 -5.18 0.075
H 5.75 8.04 -5.84 0.077
H 6.51 6.79 -6.81 0.082
H 4.61 4.30 -5.01 0.083
H 5.95 4.92 -4.47 0.086
C -8.04 2.84 1.09 -0.117
O -7.26 3.65 0.22 -0.198
C -7.87 4.91 -0.17 -0.149
C -9.15 4.71 -1.08 -0.456
C -8.91 3.94 -2.39 -0.058
N -9.82 5.90 -1.47 0.019
H -8.27 3.34 2.04 0.086
H -7.54 1.90 1.33 0.085
H -8.95 2.50 0.60 0.074
H -8.23 5.40 0.74 0.110
H -7.17 5.55 -0.71 0.119
H -9.85 4.17 -0.45 0.119
H -9.74 3.84 -3.09 0.075
H -8.75 2.88 -2.18 0.069
H -8.05 4.36 -2.91 0.079
H -10.04 6.55 -0.73 0.070
H -9.24 6.48 -2.06 0.072
C 0.04 -6.87 -7.00 -0.078
O -0.63 -5.62 -6.71 -0.239
C 0.02 -4.32 -6.82 -0.165
C 0.18 -3.84 -8.27 -0.422
C 0.47 -2.36 -8.54 -0.061
N -1.05 -4.28 -8.97 0.029
H 0.69 -6.65 -7.84 0.073
H -0.67 -7.62 -7.34 0.090
H 0.74 -7.22 -6.24 0.081
H -0.65 -3.63 -6.31 0.124
H 0.96 -4.33 -6.28 0.119
H 0.93 -4.45 -8.78 0.119
H 1.26 -1.97 -7.90 0.073
H -0.36 -1.73 -8.24 0.070
H 0.66 -2.07 -9.57 0.077
H -1.82 -3.64 -8.81 0.063
H -1.40 -5.11 -8.51 0.048
```

=====

1 ends up most stable, edging out the next structure by 0.0211 hartree.

=====

1:
Molecular formula: C4H6O2Rb
Method: DFT, ωB97M-V/def2-TZVPD

Values from the calculation:
⟨S²⟩: 0.754
Multiplicity: 2
Orbital gap (spin up / spin down) in Eh: 0.12259 / 0.16193

XYZ file:
```
13
Properties=species:S:1:pos:R:3:lowdin_charge:R:1
O -0.85 -1.35 1.17 -0.401
C 1.26 -3.45 2.80 0.071
Rb -3.08 -3.30 2.60 0.858
O 0.29 -3.88 3.26 -0.041
C 0.18 -0.46 1.10 -0.334
H 0.44 -0.10 2.09 0.074
C 0.97 -0.54 -0.13 -0.168
H 1.51 -1.50 -0.19 0.052
H 0.12 -0.78 -1.01 0.090
H 1.65 0.31 -0.20 0.056
C -1.64 -1.58 -0.30 -0.117
H -1.41 -2.64 -0.53 -0.050
H -2.70 -1.49 0.02 -0.089
```

=====

2:
Molecular formula: C4H6O2Rb
Method: DFT, ωB97M-V/def2-TZVPD

Values from the calculation:
⟨S²⟩: 0.754
Multiplicity: 2
Orbital gap (spin up / spin down) in Eh: 0.12130 / 0.19209

XYZ file:
```
13
Properties=species:S:1:pos:R:3:lowdin_charge:R:1
O 0.35 -0.06 -0.43 -0.407
C 2.18 2.57 -1.29 0.045
Rb 4.59 -0.68 0.33 0.702
O 3.26 2.27 -1.07 -0.031
C -1.02 0.27 -0.27 -0.340
H -1.10 1.19 0.33 0.106
H -1.39 0.53 -1.28 0.106
C -1.89 -0.83 0.32 -0.124
H -1.53 -1.82 0.01 0.075
H -1.91 -0.76 1.42 0.064
H -2.92 -0.72 -0.03 0.066
C 1.05 -0.93 0.54 -0.175
H 0.35 -1.03 1.41 -0.087
```

=====

2 ends up most stable, edging out the next structure by 0.0405 hartree.

=====

1:
Molecular formula: C2H8NO
Method: DFT, ωB97M-V/def2-TZVPD

Values from the calculation:
Charge: -1
Orbital gap in Eh: 0.25206

XYZ file:
```
12
Properties=species:S:1:pos:R:3:lowdin_charge:R:1
N 1.35 -1.59 -1.60 -0.073
C 1.35 -0.70 -0.36 -0.643
O 0.17 -0.26 0.03 -0.325
H 0.91 -2.47 -1.33 0.006
H 0.71 -1.18 -2.28 0.013
H 1.90 -1.38 0.34 0.061
H 2.07 0.10 -0.68 0.059
C -1.70 1.50 1.17 -0.099
H -1.38 0.66 1.78 -0.001
H -1.97 1.15 0.18 0.001
H -0.85 2.17 1.09 0.006
H -2.56 2.01 1.64 -0.004
```

=====

2:
Molecular formula: C2H8NO
Method: DFT, ωB97M-V/def2-TZVPD

Values from the calculation:
Charge: -1
Orbital gap in Eh: 0.26722

XYZ file:
```
12
Properties=species:S:1:pos:R:3:lowdin_charge:R:1
O -1.41 1.32 1.66 -0.570
H -2.07 1.81 2.17 -0.175
C 0.41 0.51 -1.27 -0.193
N -0.30 -0.19 -0.24 -0.201
C 0.39 -1.28 0.35 -0.210
H 0.35 1.59 -1.13 0.065
H 0.06 0.28 -2.28 0.046
H 1.50 0.29 -1.28 0.059
H -0.76 0.46 0.44 -0.001
H 1.34 -1.02 0.88 0.064
H -0.23 -1.76 1.10 0.061
H 0.70 -2.02 -0.40 0.055
```

=====

1 ends up most stable, edging out the next structure by 0.0105 hartree.

=====

1:
Molecular formula: C5H6N2O2
Method: DFT, ωB97M-V/def2-TZVPD

Values from the calculation:
Orbital gap in Eh: 0.34770

XYZ file:
```
15
Properties=species:S:1:pos:R:3:lowdin_charge:R:1
C 0.72 0.51 -1.51 -0.021
C 1.00 -0.37 0.92 -0.020
C -1.04 -0.70 0.06 -0.486
C 0.22 0.40 -0.08 -0.417
N -1.76 -0.54 1.18 0.188
O 1.97 -1.03 0.33 0.050
C -0.24 1.65 0.44 -0.210
O -1.26 -1.47 -0.83 0.106
N -0.62 2.66 0.84 0.184
H 2.45 -1.57 0.97 0.119
H -2.58 -1.12 1.31 0.126
H -1.42 0.01 1.95 0.105
H 1.67 1.05 -1.53 0.095
H -0.02 1.01 -2.14 0.097
H 0.90 -0.49 -1.91 0.085
```

=====

2:
Molecular formula: C5H6N2O2
Method: DFT, ωB97M-V/def2-TZVPD

Values from the calculation:
Orbital gap in Eh: 0.35155

XYZ file:
```
15
Properties=species:S:1:pos:R:3:lowdin_charge:R:1
H -2.61 0.01 -1.71 0.065
N -1.76 -0.21 -1.19 0.138
C -1.16 0.78 -0.73 -0.134
C 0.37 0.73 -0.25 -0.490
O 1.17 1.54 -0.98 0.092
O 0.14 1.11 1.12 -0.008
C -0.50 -0.04 1.56 -0.099
C 0.04 -1.17 1.05 0.005
C 0.84 -0.72 -0.07 -0.307
N 1.94 -1.08 -0.58 0.178
H 2.19 -2.05 -0.37 0.067
H -1.45 1.83 -0.86 0.131
H 2.09 1.35 -0.75 0.121
H -1.12 0.10 2.44 0.131
H -0.18 -2.19 1.33 0.110
```

=====

1 ends up most stable, edging out the next structure by 0.0072 hartree.

=====

1:
Molecular formula: C5H6N2O2
Method: DFT, ωB97M-V/def2-TZVPD

Values from the calculation:
Orbital gap in Eh: 0.36079

XYZ file:
```
15
Properties=species:S:1:pos:R:3:lowdin_charge:R:1
H -3.33 -0.90 -0.71 0.067
N -2.81 -0.03 -0.72 0.165
C -1.68 -0.08 -0.24 -0.465
N -0.76 0.96 -0.13 0.110
C 0.40 0.60 0.64 -0.264
C 1.62 0.76 -0.16 -0.048
C 1.85 -0.36 -0.79 -0.141
O 1.03 -1.39 -0.48 0.000
C 0.18 -0.90 0.65 -0.259
O -1.14 -1.19 0.44 0.081
H -1.12 1.91 0.05 0.163
H 0.38 1.04 1.67 0.172
H 2.17 1.69 -0.24 0.112
H 2.65 -0.62 -1.48 0.133
H 0.55 -1.50 1.50 0.176
```

=====

2:
Molecular formula: C5H6N2O2
Method: DFT, ωB97M-V/def2-TZVPD

Values from the calculation:
Orbital gap in Eh: 0.34053

XYZ file:
```
15
Properties=species:S:1:pos:R:3:lowdin_charge:R:1
C 1.04 0.03 2.71 0.028
C 0.22 -0.35 1.53 -0.452
O -0.77 -0.96 1.63 0.162
N 0.72 0.17 0.26 0.197
C -0.03 0.08 -0.81 -0.400
N 0.53 0.23 -2.06 0.116
C -0.61 0.07 -2.89 -0.155
C -1.77 -0.04 -2.22 -0.036
O -1.38 0.01 -0.81 0.038
H 0.70 -0.32 3.48 -0.030
H 1.23 1.17 2.72 0.130
H 2.05 -0.48 2.68 0.119
H 1.52 0.54 0.10 0.074
H -0.59 -0.03 -3.95 0.091
H -2.85 -0.12 -2.37 0.118
```

=====

1 ends up most stable, edging out the next structure by 0.0327 hartree.

=====

1:
Molecular formula: C5H6N2O2
Method: DFT, ωB97M-V/def2-TZVPD

Values from the calculation:
Orbital gap in Eh: 0.37196

XYZ file:
```
15
Properties=species:S:1:pos:R:3:lowdin_charge:R:1
C 2.42 -0.47 -0.03 -0.042
C 0.94 -0.19 0.01 -0.177
C 0.05 -1.16 0.03 -0.061
O -1.28 -0.91 -0.02 0.053
C -1.65 0.41 0.02 -0.431
N -3.00 0.46 -0.07 0.167
N -0.88 1.43 0.09 0.198
C 0.49 1.25 -0.01 -0.436
O 1.31 2.14 -0.04 0.079
H 2.83 -0.24 0.96 0.088
H 2.99 0.12 -0.75 0.086
H 2.55 -1.55 -0.19 0.079
H 0.24 -2.23 -0.01 0.138
H -3.49 1.36 0.03 0.133
H -3.53 -0.42 -0.03 0.125
```

=====

2:
Molecular formula: C5H6N2O2
Method: DFT, ωB97M-V/def2-TZVPD

Values from the calculation:
Orbital gap (spin up / spin down) in Eh: 0.25851 / 0.26646

XYZ file:
```
15
Properties=species:S:1:pos:R:3:lowdin_charge:R:1
C 0.37 -0.13 0.46 -0.041
C 2.56 -1.21 0.67 -0.153
C 0.34 0.61 -0.77 -0.206
C 1.11 0.92 -1.76 -0.159
C -1.01 1.41 -0.75 -0.022
N 1.31 -0.91 1.02 0.044
N 2.99 -0.54 -0.43 -0.115
O 4.10 -0.84 -0.83 -0.093
O 1.70 1.21 -2.70 0.231
H -0.49 -0.01 1.03 0.091
H 3.12 -1.83 1.24 0.090
H -1.50 1.26 0.15 0.042
H -0.90 2.42 -0.94 0.056
H -1.77 1.01 -1.45 0.098
H 1.02 -1.36 1.82 0.137
```

=====

1 ends up most stable, edging out the next structure by 0.1923 hartree.

=====

1:
Molecular formula: C23H29N3O4
Method: DFT, ωB97M-V/def2-TZVPD

Values from the calculation:
Orbital gap in Eh: 0.27970

XYZ file:
```
59
Properties=species:S:1:pos:R:3:lowdin_charge:R:1
C -6.80 -0.70 1.70 -0.067
H -7.14 -1.62 2.02 0.022
H -6.57 0.10 2.40 0.051
H -7.49 -0.31 0.87 0.095
C -5.49 -1.19 0.80 -0.089
H -4.89 -1.52 1.75 0.135
H -5.78 -1.91 0.35 -0.031
C -4.90 0.23 0.18 -0.252
C -4.33 1.18 1.25 -0.028
H -3.85 2.01 0.87 0.048
H -3.53 0.87 1.91 0.084
H -5.15 1.55 1.95 0.098
H -5.62 0.57 -0.38 0.080
C -3.79 -0.14 -0.70 -0.296
N -2.72 -0.98 -0.31 0.058
C -1.66 -0.37 0.42 -0.127
C -0.69 -1.09 1.27 -0.002
C 0.40 -0.34 1.67 0.068
C 0.90 1.05 0.98 -0.131
C -0.10 1.59 0.25 0.033
C -1.29 0.91 -0.33 -0.154
N -2.23 1.58 -1.01 0.122
C -3.34 1.13 -1.44 -0.611
O -4.09 1.61 -2.16 0.161
H -1.82 2.51 -1.88 0.323
H 0.22 2.54 -0.30 0.127
C 2.16 1.27 1.39 -0.661
O 2.82 1.17 2.30 0.147
N 2.57 2.39 0.69 0.063
H 2.16 2.61 -0.18 0.068
C 4.10 2.65 0.36 -0.037
H 4.34 3.57 0.25 0.025
H 4.56 2.11 1.31 0.142
C 4.51 1.68 -0.90 -0.127
C 3.67 0.51 -1.06 -0.376
C 2.74 0.73 -1.98 -0.005
C 1.85 -0.54 -2.24 0.189
C 1.91 -1.55 -0.88 -0.122
C 2.91 -1.49 -0.15 -0.175
C 3.70 -0.35 -0.06 0.003
H 4.67 -0.51 0.75 0.219
O 2.80 -2.49 0.96 -0.045
C 3.68 -2.48 1.88 -0.218
H 4.78 -2.67 1.60 0.132
H 3.40 -3.21 2.44 0.041
H 3.77 -1.55 2.36 0.071
O 1.15 -2.75 -1.03 -0.083
C 0.15 -2.88 -1.97 -0.106
H -0.49 -3.55 -1.87 -0.022
H -0.79 -1.81 -1.88 0.179
H 0.43 -2.75 -3.08 0.107
H 1.08 -0.52 -2.88 0.009
H 2.78 1.39 -2.83 0.109
H 4.47 2.39 -1.64 0.056
H 5.71 1.50 -0.68 0.171
H 1.15 -0.65 2.51 0.143
H -1.00 -1.96 1.56 0.044
H -3.05 -1.81 0.35 0.178
H -4.28 -0.77 -1.46 0.163
```

=====

2:
Molecular formula: C23H29N3O4
Method: DFT, ωB97M-V/def2-TZVPD

Values from the calculation:
Orbital gap in Eh: 0.31771

XYZ file:
```
59
Properties=species:S:1:pos:R:3:lowdin_charge:R:1
C -0.35 2.00 0.49 0.006
C 0.05 1.00 1.52 -0.172
C 0.56 -0.26 1.40 -0.079
N 0.84 -1.11 0.33 0.177
C 1.14 -0.82 -0.95 -0.430
O 1.21 0.30 -1.42 0.075
C 1.44 -2.06 -1.81 -0.264
C 2.94 -2.23 -1.97 -0.004
O 0.88 -1.87 -3.11 0.049
C -0.43 -1.58 -3.13 -0.481
O -1.11 -1.56 -2.14 0.132
C -0.91 -1.30 -4.53 -0.048
C -0.29 0.00 -5.05 -0.254
C -0.94 0.48 -6.37 -0.109
C -1.35 1.92 -6.06 -0.300
C -2.55 1.87 -5.10 -0.137
C -1.92 1.44 -3.76 -0.131
C -0.45 1.23 -4.13 -0.262
C -0.23 2.37 -5.12 -0.108
C 0.76 -0.80 2.73 -0.377
O 1.16 -1.91 3.04 0.059
N 0.38 0.21 3.59 0.050
C 0.09 0.04 4.95 -0.194
C -1.09 0.54 5.50 -0.032
C -1.35 0.36 6.84 -0.083
C -0.45 -0.34 7.64 -0.093
C 0.70 -0.86 7.08 -0.074
C 0.98 -0.67 5.74 -0.004
N -0.13 1.28 2.86 -0.082
C 0.05 2.61 3.38 -0.020
H -1.43 2.11 0.49 0.097
H 0.10 2.97 0.70 0.083
H -0.03 1.65 -0.49 0.059
H 0.91 -2.07 0.64 0.153
H 0.98 -2.95 -1.36 0.157
H 3.36 -1.32 -2.39 0.092
H 3.15 -3.06 -2.64 0.086
H 3.40 -2.42 -1.00 0.090
H -0.60 -2.12 -5.18 0.134
H -2.00 -1.25 -4.52 0.126
H 0.78 -0.18 -5.19 0.146
H -0.22 0.46 -7.19 0.114
H -1.79 -0.13 -6.66 0.112
H -1.52 2.54 -6.94 0.135
H -3.31 1.17 -5.45 0.107
H -3.02 2.86 -5.02 0.108
H -2.38 0.56 -3.33 0.099
H -2.00 2.24 -3.02 0.112
H 0.21 1.20 -3.27 0.123
H 0.75 2.35 -5.60 0.121
H -0.40 3.35 -4.69 0.121
H -1.80 1.05 4.87 0.114
H -2.26 0.75 7.27 0.103
H -0.67 -0.48 8.69 0.100
H 1.40 -1.41 7.70 0.105
H 1.88 -1.07 5.30 0.114
H -0.76 3.25 3.03 0.096
H 0.02 2.57 4.47 0.082
H 1.01 3.05 3.07 0.100
```

=====

2 ends up most stable, edging out the next structure by 0.7117 hartree.